Entry 1:
Formula: C3H4LiO4Yb
Source: OMol25
Level of theory: ωB97M-V with the def2-TZVPD basis set

Summary:
Charge: +3
HOMO energy (alpha / beta) in eV: -22.05 / -21.80
E_tot in Eh: -1582.43652
Multiplicity: 3

XYZ file:
```
13
C3H4LiO4Yb ωB97M-V with the def2-TZVPD basis set
O -0.945 -0.864 0.060
C -0.728 -0.160 -0.949
C 0.612 1.826 -0.285
O 0.457 0.159 -1.290
O -1.506 0.931 -1.150
C -0.955 2.142 -0.717
H 0.900 2.838 -0.613
H 1.720 1.836 -0.271
H -0.967 2.861 -1.540
H -1.517 2.568 0.119
O 0.605 0.904 2.091
Li 1.390 1.874 3.542
Yb -0.322 -1.170 2.255
```

=====

Entry 2:
Formula: C12H17N
Source: OMol25
Level of theory: ωB97M-V with the def2-TZVPD basis set

Summary:
Energy above the lowest of the compared OMol25 structures with the same formula, charge and spin in kJ/mol: 67.8
Charge: +1
HOMO energy (alpha / beta) in eV: -13.10 / -13.45
E_tot in Eh: -521.91683
Multiplicity: 2

XYZ file:
```
30
C12H17N ωB97M-V with the def2-TZVPD basis set
C -0.249 -2.308 -0.334
C -0.608 -3.032 -1.609
C 0.595 -1.079 -0.611
C 1.996 -1.070 -0.525
C 0.134 0.131 -1.118
C 1.297 0.895 -1.320
C -1.134 0.774 -1.244
C 1.272 2.192 -1.805
C -1.189 2.084 -1.646
C 0.009 2.744 -1.992
N 2.412 0.132 -1.052
H -1.147 -1.964 0.189
H 0.322 -2.937 0.341
H -1.601 -3.492 -1.599
H 2.627 -1.915 -0.306
H 3.352 0.514 -1.006
H -2.004 0.302 -0.833
H 2.149 2.690 -2.194
H -2.151 2.561 -1.759
H -0.051 3.747 -2.393
H 0.003 -3.934 -1.750
H -0.506 -2.499 -2.558
C -1.465 0.621 3.348
C 0.035 0.763 3.465
H -2.021 0.951 4.224
H -1.887 1.056 2.437
H -1.703 -0.446 3.306
H 0.472 1.212 2.558
H 0.558 -0.175 3.621
H 0.485 1.481 4.166
```

=====

Entry 3:
Formula: C5H8N2
Source: OMol25
Level of theory: ωB97M-V with the def2-TZVPD basis set

Summary:
Energy above the lowest of the compared OMol25 structures with the same formula, charge and spin in kJ/mol: 166.9
Charge: 0
HOMO energy in eV: -9.18
E_tot in Eh: -304.77193

XYZ file:
```
15
C5H8N2 ωB97M-V with the def2-TZVPD basis set
H 2.897 1.050 -1.224
N 2.010 1.111 -0.719
C 1.852 0.092 0.033
N 2.770 -0.933 0.246
C 0.632 -0.035 0.877
C -0.541 0.434 0.529
C -1.741 0.837 0.215
C -2.790 -0.070 -0.391
H 2.377 -1.837 0.470
H 3.524 -0.991 -0.425
H 0.750 -0.517 1.848
H -2.001 1.877 0.412
H -2.635 -0.202 -1.469
H -2.757 -1.060 0.081
H -3.790 0.349 -0.242
```